1.
{"formula": "C18H14Cl2N2O2S2", "method": "ωB97M-V/def2-TZVPD", "elements": ["Cl", "Cl", "S", "S", "O", "O", "N", "N", "C", "C", "C", "C", "C", "C", "C", "C", "C", "C", "C", "C", "C", "C", "C", "C", "C", "C", "H", "H", "H", "H", "H", "H", "H", "H", "H", "H", "H", "H", "H", "H"], "xyz": [[3.750, -3.086, 5.787], [2.845, 3.774, -3.832], [-2.489, 0.410, -2.935], [-0.901, -2.909, 1.559], [-3.566, 0.677, -3.893], [-2.279, -1.049, -2.849], [-1.065, 1.354, 0.066], [0.057, -0.384, 1.206], [0.277, 0.723, -2.891], [1.444, 2.748, -3.572], [0.398, -2.857, 2.713], [0.962, 1.876, 1.268], [1.113, -2.898, 5.046], [0.117, -2.758, 4.085], [1.753, -2.939, 2.315], [-1.948, -0.810, 0.022], [1.461, 1.483, -3.009], [-1.996, 0.491, -0.401], [-0.986, 2.573, -3.863], [-0.038, 0.889, 0.785], [-0.898, -1.254, 0.860], [0.189, 3.295, -3.991], [-0.946, 1.286, -3.270], [-3.016, 1.014, -1.323], [2.766, -2.928, 3.266], [2.445, -2.995, 4.614], [-1.905, 2.949, -4.341], [0.293, -0.291, -2.488], [3.825, -2.899, 3.006], [-4.041, 0.674, -1.078], [2.388, 1.064, -2.687], [-3.146, 2.100, -1.287], [2.002, -2.944, 1.248], [-0.885, -2.578, 4.410], [0.663, 2.161, 2.295], [0.174, 4.268, -4.503], [0.910, -2.836, 6.079], [1.973, 1.440, 1.329], [0.948, 2.726, 0.613], [-2.648, -1.561, -0.358]], "spin_multiplicity": 1, "lumo_ev": -0.08, "fmax_ha_per_bohr": 0.08430, "orbital_gap_ev": 8.99, "smiles": "Cc1nc(CS(=O)(=O)c2ccc(Cl)cc2)cc(Sc2ccc(Cl)cc2)n1"}

2.
{"formula": "C18H14Cl2OPtS8Te", "method": "ωB97M-V/def2-TZVPD", "elements": ["Pt", "Te", "Cl", "Cl", "S", "S", "S", "S", "S", "S", "S", "S", "O", "C", "C", "C", "C", "C", "C", "C", "C", "C", "C", "C", "C", "C", "C", "C", "C", "C", "C", "H", "H", "H", "H", "H", "H", "H", "H", "H", "H", "H", "H", "H", "H"], "xyz": [[0.058, -0.837, -0.096], [-2.292, 1.298, -0.761], [0.788, 2.096, -0.283], [-0.238, 0.900, 2.134], [-1.617, -2.291, -2.951], [4.781, -2.935, -0.854], [-2.284, -3.244, -1.069], [3.911, 0.449, 2.709], [-0.434, -0.775, -2.500], [4.031, -2.993, 2.599], [-5.417, 1.577, -2.021], [-1.911, -2.023, 0.444], [2.000, -0.388, 0.495], [0.859, 2.118, 1.479], [2.872, -2.380, 1.472], [4.162, -0.235, 1.138], [2.975, -4.280, 3.033], [1.806, -4.236, 2.348], [-4.302, 1.878, -0.725], [3.117, -1.178, 0.583], [-4.880, 2.675, 0.231], [5.844, 1.343, 1.289], [1.750, -3.149, 1.450], [-6.194, 3.054, -0.081], [3.561, -1.711, -0.759], [5.202, 0.363, 0.498], [-6.618, 2.535, -1.267], [3.732, -2.093, -3.029], [5.259, 1.498, 2.502], [3.102, -1.367, -1.991], [4.657, -2.968, -2.568], [0.910, -2.953, 0.788], [-6.798, 3.687, 0.544], [5.528, 2.160, 3.303], [3.290, -4.992, 3.769], [5.275, -3.645, -3.124], [-4.353, 2.980, 1.116], [6.701, 1.906, 0.962], [5.510, 0.099, -0.497], [1.870, 1.849, 1.780], [3.505, -1.961, -4.069], [2.352, -0.613, -2.160], [0.545, 3.098, 1.830], [1.009, -4.949, 2.467], [-7.567, 2.666, -1.745]], "spin_multiplicity": 5, "lumo_ev": [-0.49, -2.44], "fmax_ha_per_bohr": 0.03799, "s_squared": 6.029, "orbital_gap_ev": [7.39, 5.37]}

3.
{"formula": "C18H14Cl5NO2PdSe2Te2", "method": "ωB97M-V/def2-TZVPD", "elements": ["Te", "Te", "Pd", "Se", "Se", "Cl", "Cl", "Cl", "Cl", "Cl", "O", "O", "N", "C", "C", "C", "C", "C", "C", "C", "C", "C", "C", "C", "C", "C", "C", "C", "C", "C", "C", "H", "H", "H", "H", "H", "H", "H", "H", "H", "H", "H", "H", "H", "H"], "xyz": [[2.205, 0.552, 2.379], [3.182, 3.046, 2.557], [0.202, -0.293, 0.293], [-0.206, 0.726, 3.001], [2.636, -0.062, -0.083], [-0.239, -6.734, -0.752], [0.973, -2.749, 2.658], [0.552, -5.760, 2.097], [-0.549, -4.666, -3.059], [-0.104, -1.653, -2.531], [-1.900, -0.702, 0.006], [-2.454, 1.007, -1.376], [-0.008, 1.791, -0.032], [-0.011, -5.044, -0.440], [-2.684, 0.011, -0.692], [-6.766, -1.382, -0.560], [-0.154, -4.111, -1.464], [-0.166, 4.393, -0.153], [-0.058, 2.930, -0.065], [0.333, -4.600, 0.827], [-1.320, 4.711, -1.110], [1.160, 4.949, -0.679], [-6.169, -0.858, 0.580], [-4.725, -1.008, -1.780], [0.310, -2.267, 0.087], [-6.036, -1.460, -1.739], [-4.851, -0.425, 0.542], [0.501, -3.233, 1.068], [-0.454, 4.931, 1.253], [0.022, -2.759, -1.195], [-4.121, -0.488, -0.640], [1.962, 4.754, 0.036], [-4.370, -0.044, 1.435], [-6.729, -0.800, 1.506], [-0.506, 6.022, 1.211], [-2.252, 4.274, -0.752], [1.427, 4.484, -1.629], [1.057, 6.027, -0.830], [-1.432, 5.795, -1.183], [-7.792, -1.731, -0.528], [-4.154, -1.054, -2.700], [-1.124, 4.306, -2.103], [-1.403, 4.543, 1.628], [0.336, 4.630, 1.943], [-6.491, -1.876, -2.631]], "spin_multiplicity": 1, "charge": -2, "lumo_ev": 4.07, "fmax_ha_per_bohr": 0.02852, "orbital_gap_ev": 5.43}

4.
{"formula": "C18H14F3N2O3", "method": "ωB97M-V/def2-TZVPD", "elements": ["F", "F", "F", "O", "O", "O", "N", "N", "C", "C", "C", "C", "C", "C", "C", "C", "C", "C", "C", "C", "C", "C", "C", "C", "C", "C", "H", "H", "H", "H", "H", "H", "H", "H", "H", "H", "H", "H", "H", "H"], "xyz": [[4.967, 0.487, -3.781], [4.651, 2.664, -3.799], [5.039, 1.626, -1.894], [-3.445, 2.898, 0.299], [-5.317, 1.787, -0.089], [0.831, -2.753, 4.041], [-2.945, 2.320, -2.685], [-4.096, 1.822, 0.198], [-0.150, 0.252, 2.256], [0.547, -4.167, 4.053], [-1.823, -1.462, 1.830], [2.917, 1.302, -2.889], [2.054, 2.394, -2.874], [0.222, 0.892, -2.270], [-2.005, 0.752, 0.683], [-3.354, 0.658, 0.445], [4.384, 1.520, -3.098], [-2.099, 1.598, -2.299], [0.710, 2.194, -2.598], [-1.319, -0.163, 1.566], [1.126, -0.204, -2.381], [-1.146, -2.345, 2.659], [-1.129, 0.697, -1.874], [0.059, -1.932, 3.282], [2.458, -0.001, -2.686], [0.511, -0.596, 3.117], [-1.428, -0.296, -1.542], [0.017, 3.043, -2.614], [1.389, -4.591, 4.599], [-1.539, -3.353, 2.821], [2.426, 3.393, -3.087], [-0.392, -4.371, 4.581], [0.210, 1.268, 2.103], [0.504, -4.581, 3.036], [-1.450, 1.645, 0.405], [-2.752, -1.778, 1.351], [-3.908, -0.278, 0.483], [1.394, -0.288, 3.665], [3.139, -0.837, -2.774], [0.742, -1.217, -2.238]], "spin_multiplicity": 1, "charge": -1, "lumo_ev": 1.98, "fmax_ha_per_bohr": 0.05633, "orbital_gap_ev": 5.20}

For the records above, the corresponding M values read 425.362, 896.429, 973.120, 363.315 Da.
For the records above, the corresponding calculated total energy values read -72683.105, -143203.692, -235853.089, -36165.619 eV.